130
Properties=species:S:1:pos:R:3:forces:R:3:mulliken_charge:R:1 method="wB97M-V/def2-TZVPD" orbital_gap_ev=8.87 homo_energy_ev=-9.13 de_lowest_kcal_mol=44.87 charge=0 e_tot_ha=-6248.5429 lumo_ev=-0.261
C 5.59190 2.27278 -5.09544 0.4 0.5 0.4 -0.94
C 5.03786 1.18521 -5.59174 -0.8 0.0 -0.2 -0.36
C 4.01331 0.28405 -4.83686 2.1 0.1 -0.3 1.09
Br 3.44532 -1.05711 -6.19752 -0.4 0.4 0.6 0.09
C 4.83424 -0.60550 -3.78567 -0.5 0.1 -0.7 -2.64
I 6.63779 -1.27040 -4.83508 -0.2 -0.3 0.4 0.21
C 5.07601 -0.01958 -2.35180 -0.9 0.0 -0.4 1.87
C 4.54048 -1.07990 -1.30391 0.6 -0.4 0.5 -1.13
C 5.24157 -2.46455 -1.36123 -0.2 -0.2 0.1 -0.71
O 6.08562 -2.57133 -0.19643 0.0 0.0 -0.4 -0.34
C 7.08646 -3.49976 -0.33708 -1.8 -2.1 -0.6 0.29
O 8.21206 -3.22614 -0.24111 2.8 1.4 0.7 -0.45
C 6.74161 -4.99763 -0.57711 -0.1 0.8 -0.1 -0.19
C 7.57204 -5.60342 -1.73285 -0.4 -0.4 0.0 -1.07
P 6.81083 0.36680 -1.83039 2.5 0.5 1.7 0.41
O 7.75009 -0.75676 -1.84896 -0.4 -0.6 -0.6 -0.56
O 7.45981 1.61600 -2.62033 -1.3 -0.2 0.1 -0.39
O 6.70473 0.80410 -0.25062 -0.5 0.4 -1.2 -0.28
S 4.05790 1.49402 -2.01491 -1.0 2.2 3.2 1.59
O 3.14384 1.17522 -0.95404 -0.8 -1.3 -0.8 -0.57
O 4.87173 2.58457 -1.56871 1.1 0.0 -1.5 -0.81
O 3.23793 2.05744 -3.26969 1.7 -1.3 -0.2 -0.66
C 2.81190 1.09374 -4.27404 -2.2 -0.2 -1.1 0.69
C 1.70135 0.21467 -3.60962 0.6 0.1 0.2 -0.04
C 0.64263 1.00914 -2.82337 -0.5 -0.4 1.1 -0.76
C -0.20263 0.05347 -1.88439 -1.0 1.5 -1.3 -0.97
C -1.53392 -0.27856 -2.64559 1.2 -1.2 0.1 0.25
C -2.26470 -1.54687 -2.11775 -0.9 1.1 -0.7 -1.05
C -3.39214 -1.18579 -1.10160 0.5 -1.6 -1.0 0.02
C -4.26849 -2.49288 -0.92352 1.1 1.4 0.0 -1.32
C 2.15957 2.03244 -5.36915 -0.9 0.0 1.1 -1.99
C 1.15347 1.40104 -6.35392 0.2 0.0 -0.1 0.51
C -0.30355 1.04127 -6.06564 0.0 0.5 -0.4 -1.17
N 1.52354 1.20723 -7.54812 0.3 0.3 -0.4 -0.73
H 5.44093 2.62216 -4.07175 0.1 0.1 -0.5 0.17
H 6.29347 2.83444 -5.72152 -0.2 -0.2 0.3 0.33
H 5.32041 0.92026 -6.61554 -0.4 -0.2 0.4 0.41
H 4.24830 -1.53201 -3.67603 0.4 0.4 0.1 1.01
H 3.45850 -1.23619 -1.40167 0.4 0.4 -0.3 0.41
H 4.70267 -0.69685 -0.28271 -0.1 -0.1 -0.5 0.26
H 5.84482 -2.61165 -2.27671 -0.3 0.1 0.4 0.20
H 4.48923 -3.27439 -1.29822 0.2 0.4 -0.2 0.49
H 7.07580 -5.50514 0.34521 -0.5 0.2 -0.2 0.36
H 5.65500 -5.10988 -0.72145 0.4 -0.3 0.1 0.27
H 7.20572 -6.63627 -1.87893 0.2 0.4 -0.1 0.33
H 8.64104 -5.68759 -1.49030 -0.4 0.3 0.0 0.28
H 7.47013 -5.05536 -2.68263 0.0 -0.1 0.4 0.27
H 8.30997 1.86546 -2.22422 -0.2 -0.2 -0.1 0.36
H 7.59259 0.62782 0.10510 -0.3 -0.3 0.1 0.32
H 2.21572 -0.44597 -2.88573 -0.3 0.2 -0.2 -0.23
H 1.24595 -0.45957 -4.35386 0.2 0.4 0.2 0.85
H 1.06273 1.77588 -2.15588 0.3 -0.3 -0.5 0.69
H -0.09792 1.52560 -3.45289 0.5 -0.2 0.0 0.16
H -0.50051 0.68604 -1.03112 0.4 -0.7 0.2 0.30
H 0.35460 -0.85019 -1.59873 -0.2 0.3 0.1 0.28
H -2.17680 0.61868 -2.66931 0.1 -0.4 0.1 0.32
H -1.24257 -0.47675 -3.69450 -0.2 0.1 0.3 -0.20
H -1.54425 -2.29951 -1.75449 -0.3 0.3 0.1 0.31
H -2.77116 -1.99938 -2.99605 0.3 0.0 0.4 0.32
H -3.98283 -0.37565 -1.56508 0.1 -0.3 0.4 0.25
H -2.90571 -0.86041 -0.17556 -0.6 0.0 -0.2 0.15
H -4.60027 -2.80882 -1.92580 -0.2 0.1 0.5 0.54
H -3.59658 -3.26895 -0.52172 -0.5 0.2 0.1 0.35
H -5.09810 -2.24575 -0.25614 0.1 -0.6 -0.2 0.18
H 2.91821 2.59685 -5.92709 -0.2 -0.4 0.2 0.60
H 1.60246 2.77985 -4.76628 0.3 -0.3 -0.2 0.51
H -0.81032 1.78222 -5.42685 0.3 -0.5 0.1 0.30
H -0.83436 1.07599 -7.03266 0.4 -0.1 0.3 0.53
H -0.40353 0.01026 -5.69904 0.0 0.5 0.2 0.14
H 2.50056 1.50243 -7.63292 -0.1 -0.2 -0.3 0.31
C -2.22683 -0.69180 3.43164 -0.2 0.1 -0.2 -1.17
C -2.72524 -1.89411 2.66764 -0.1 0.1 -0.1 0.87
O -3.48122 -1.77745 1.72974 0.1 -0.1 0.6 -0.49
C -2.24078 -3.24949 3.12199 -0.2 -0.1 -0.2 -1.18
H -2.65260 0.21240 2.99927 0.0 0.0 0.0 0.29
H -2.53432 -0.75975 4.47660 0.2 0.0 0.0 0.38
H -1.13872 -0.63317 3.36723 0.0 -0.1 0.2 0.31
H -2.54915 -3.42908 4.15336 0.2 0.0 0.0 0.36
H -1.15330 -3.30244 3.04400 0.0 0.0 0.2 0.33
H -2.67606 -4.01954 2.48651 0.0 0.1 0.0 0.28
C 6.05372 1.06786 3.63216 0.0 0.1 0.3 -0.99
C 4.65798 1.63626 3.55516 -0.1 0.1 0.1 0.45
O 4.10367 2.08287 4.53656 0.1 -0.1 -0.1 -0.52
C 3.98617 1.62381 2.20785 -0.2 0.2 0.2 -0.53
H 6.41714 1.13925 4.65659 0.0 0.0 0.0 0.32
H 6.04563 0.01783 3.33403 0.1 0.1 -0.2 0.29
H 6.72194 1.63440 2.98136 0.0 -0.1 -0.1 0.25
H 3.88871 0.59731 1.85034 0.2 0.1 -0.2 0.19
H 4.56681 2.21225 1.49506 0.0 -0.2 -0.1 0.21
H 2.99213 2.06011 2.29425 0.0 0.0 0.0 0.33
C -7.96979 0.56619 -0.14917 0.3 0.1 -0.1 -1.20
C -7.89304 -0.81947 -0.74435 0.1 -0.1 -0.1 0.90
O -6.93432 -1.17267 -1.39300 -0.2 0.1 0.0 -0.52
C -9.05994 -1.74291 -0.49597 0.3 -0.2 -0.2 -1.07
H -7.06727 1.11958 -0.40521 0.0 0.0 0.0 0.28
H -8.83420 1.09760 -0.55163 -0.1 0.0 0.2 0.36
H -8.04551 0.50144 0.93764 -0.2 0.0 0.0 0.33
H -9.97136 -1.31235 -0.91407 -0.1 0.0 0.2 0.24
H -9.18228 -1.90741 0.57630 -0.2 0.1 0.0 0.40
H -8.87415 -2.70006 -0.97752 -0.1 0.0 0.0 0.28
C 1.92149 2.39668 6.74110 -0.3 0.1 -0.1 -1.05
C 0.80978 2.90791 7.61926 -0.1 0.0 -0.2 0.84
O -0.24987 3.27097 7.15474 0.2 -0.2 0.1 -0.56
C 1.06860 2.95039 9.10624 -0.3 0.1 0.0 -1.05
H 1.60233 2.42068 5.70163 0.1 0.0 0.0 0.28
H 2.80430 3.02761 6.84934 0.1 -0.2 0.0 0.32
H 2.16424 1.36713 7.00977 0.2 0.1 0.1 0.32
H 1.91422 3.60668 9.31836 0.1 -0.2 0.0 0.31
H 1.27530 1.94525 9.47722 0.2 0.1 0.0 0.34
H 0.18726 3.33790 9.61647 0.0 0.0 0.0 0.22
C -1.94413 5.73836 7.64525 -0.4 0.2 -0.1 -0.81
C -3.05281 6.25104 8.52703 -0.1 0.1 -0.3 0.77
O -4.11346 6.61520 8.06931 0.1 0.0 0.1 -0.56
C -2.78603 6.29163 10.01332 -0.3 0.1 0.0 -1.06
H -2.26911 5.76330 6.60630 0.0 0.0 0.0 0.31
H -1.06045 6.37099 7.75231 0.1 -0.2 0.1 0.32
H -1.70092 4.71146 7.90976 0.2 0.1 0.0 0.16
H -1.93851 6.94695 10.22200 0.1 -0.2 0.0 0.31
H -2.57865 5.28552 10.38224 0.2 0.1 0.0 0.28
H -3.66436 6.67962 10.52745 0.0 0.0 0.0 0.32
C -12.12169 -2.46536 -3.14266 0.3 0.0 0.1 -1.06
C -12.06288 -3.67007 -2.23489 0.2 -0.1 0.1 0.82
O -11.03861 -3.98782 -1.67505 -0.1 0.0 -0.1 -0.51
C -13.33568 -4.46061 -2.05585 0.2 -0.2 0.2 -1.12
H -11.14079 -1.99333 -3.18005 0.0 0.0 0.0 0.22
H -12.40215 -2.77201 -4.15166 -0.2 0.1 0.0 0.38
H -12.84498 -1.74370 -2.75847 -0.1 -0.1 -0.1 0.31
H -13.66875 -4.85387 -3.01786 -0.1 0.1 0.0 0.33
H -14.11161 -3.82573 -1.62449 -0.1 0.0 -0.2 0.32
H -13.14994 -5.29485 -1.38123 0.0 0.0 0.0 0.30